The following is a quantum chemistry calculation of a molecular structure, C32H36GeN2O5Pd, from OMol25.

## Properties
- energy relative to the best compared isomer or geometry (same formula, charge and spin) (kcal per mole) = 1.4
- net charge = -2
- DFT total energy (Eh) = -3931.562498
- frontier orbital gap (eV) = 5.34
- LUMO (eV) = 4.38

Geometry (Å):
1 Pd -0.73812 -0.00869 -3.20282
2 N -3.33931 1.36152 -4.40581
3 C -4.05146 1.23920 -3.13614
4 C -3.74937 -0.01326 -2.31891
5 N -2.37173 -0.03827 -1.80545
6 H -2.34464 1.49631 -4.21542
7 H -3.38126 0.47759 -4.90534
8 H -5.12837 1.24956 -3.33700
9 H -3.84363 2.12035 -2.52549
10 H -3.88057 -0.89573 -2.95266
11 H -4.46723 -0.07454 -1.49110
12 H -2.19509 -0.93985 -1.37150
13 H -2.27848 0.63959 -1.04623
14 C 2.10275 -6.71831 -2.08886
15 O 2.69006 -5.57073 -1.53545
16 C 2.33945 -4.35886 -2.10726
17 C 2.90678 -3.22899 -1.49531
18 C 2.57531 -1.99234 -2.00721
19 C 1.72448 -1.79067 -3.10351
20 C 1.43391 -0.41160 -3.52571
21 C 2.20544 0.72545 -2.85073
22 O 0.81636 -0.10097 -4.58732
23 C 1.15607 -2.95655 -3.77480
24 O 0.41844 -2.92322 -4.78095
25 C 1.50643 -4.23988 -3.18605
26 H 2.46927 -7.56502 -1.50814
27 H 2.38301 -6.85194 -3.13936
28 H 1.00993 -6.68282 -2.02781
29 H 3.55024 -3.34412 -0.63377
30 H 2.99527 -1.12701 -1.50848
31 H 3.27974 0.61709 -3.03791
32 H 2.05884 0.75671 -1.77136
33 H 1.85339 1.65916 -3.28433
34 H 1.06065 -5.09545 -3.67528
35 O -2.30439 1.76690 0.58522
36 C -2.40478 2.89821 0.00205
37 O -3.43455 3.40097 -0.45789
38 C -1.07714 3.66246 -0.12040
39 C 0.12608 2.73937 0.02839
40 Ge -0.13183 1.56009 1.58002
41 C -0.97410 2.43001 3.13842
42 C -0.22136 3.28190 3.94759
43 C -0.78430 3.92895 5.04180
44 C -2.11806 3.71788 5.35903
45 C -2.88217 2.86919 4.56868
46 C -2.31875 2.24100 3.46538
47 C -0.54629 -0.33918 1.37412
48 C -1.18685 -1.08321 2.36228
49 C -1.41432 -2.44388 2.19355
50 C -1.00222 -3.08202 1.02960
51 C -0.36461 -2.35438 0.03376
52 C -0.13996 -0.99493 0.21404
53 C 1.76320 1.32369 2.27062
54 C 2.84718 1.46388 1.40065
55 C 4.15005 1.18175 1.79670
56 C 4.40421 0.75180 3.09089
57 C 3.34458 0.59881 3.97524
58 C 2.04792 0.87646 3.56240
59 H -1.07525 4.41846 0.67351
60 H -1.08365 4.19943 -1.07044
61 H 1.05139 3.30369 0.16590
62 H 0.24551 2.11993 -0.86772
63 H 0.82747 3.44122 3.72248
64 H -0.17965 4.59547 5.64681
65 H -2.56185 4.21655 6.21352
66 H -3.92808 2.70687 4.80299
67 H -2.92994 1.61915 2.82404
68 H -1.52281 -0.59845 3.27418
69 H -1.91899 -3.00620 2.97204
70 H -1.17672 -4.14355 0.89724
71 H -0.03758 -2.83058 -0.88335
72 H 0.32453 -0.44191 -0.59845
73 H 2.67774 1.78810 0.38024
74 H 4.96411 1.28746 1.08844
75 H 5.41690 0.52581 3.40455
76 H 3.52850 0.25240 4.98662
77 H 1.23425 0.73676 4.26875

***

The following is a quantum chemistry calculation of 2 unconnected molecules or ions with the total composition CH4BNO4 at a distorted geometry, from OMol25.

## Properties
- energy relative to the best compared isomer or geometry (same formula, charge and spin) (kcal per mole) = 69.5
- DFT total energy (Eh) = -421.135394
- frontier orbital gap (eV) = 9.84
- structure (SMILES) = OB(O)O.N=C=O
- LUMO (eV) = -0.16

Geometry (Å):
1 B 1.00917 -0.16982 0.15463
2 C -2.72126 -0.24147 -0.27093
3 N -1.90389 0.68578 -0.18148
4 O -3.19430 -1.40382 -0.33535
5 O 0.44926 -1.20696 0.59580
6 O 2.46240 0.01110 -0.17089
7 O 0.38530 0.95641 0.27114
8 H -0.89844 1.01442 -0.42314
9 H 1.16099 1.55915 0.00512
10 H 0.61999 -1.96854 1.08227
11 H 2.63077 0.76374 -0.72716

***

The following is a quantum chemistry calculation of a molecular structure, C3H4O2, from OMol25.

## Properties
- energy relative to the best compared isomer or geometry (same formula, charge and spin) (kcal per mole) = 103.4
- DFT total energy (Eh) = -267.027999
- frontier orbital gap (eV) = 9.37
- LUMO (eV) = 0.26

Geometry (Å):
1 O 2.36685 0.01654 -0.56530
2 C 1.45937 -0.12357 0.23678
3 C 0.24964 0.64287 0.06514
4 C -0.88944 0.05590 -0.63848
5 O -1.14800 -0.26968 0.76562
6 H 1.56967 -0.72331 1.16737
7 H -1.17266 0.58404 1.22573
8 H -1.65870 0.69943 -1.07052
9 H -0.77672 -0.88222 -1.18634

***

The following is a quantum chemistry calculation of 2 unconnected molecules or ions with the total composition C2H6IN2O at a distorted geometry, from OMol25.

## Properties
- energy relative to the best compared isomer or geometry (same formula, charge and spin) (kcal per mole) = 103.7
- net charge = +1
- DFT total energy (Eh) = -561.816211
- frontier orbital gap (eV) = 8.13
- LUMO (eV) = -5.21

Geometry (Å):
1 C -1.56464 0.50340 0.61339
2 C 0.17371 -0.64349 -0.76987
3 N 0.41245 -1.74197 -0.36400
4 N -0.79667 0.39928 -0.64304
5 O 0.98543 -2.73007 -0.09318
6 I 3.14549 0.57628 0.10129
7 H -0.86125 0.88401 1.35653
8 H -2.46949 1.11720 0.53378
9 H -1.83727 -0.58362 0.95472
10 H 4.66179 0.59089 0.60348
11 H -0.31452 1.27714 -0.84811
12 H -1.53504 0.35096 -1.44500

***

Q: Among the records above, which one has the highest frontier orbital gap?
A: CH4BNO4

***

Q: Look up the DFT total energy of the first one.
A: -3931.562498 Eh